Density functional theory data (ωB97M-V/def2-TZVPD) for an isolated molecule of C3H7N3.

* relative energy (zero: lowest compared OMol25 entry of this formula, charge and spin): 326.6 kJ/mol
* E: -7691.294 eV
* HOMO level: -8.58 eV
* gap between HOMO and LUMO: 9.7 eV
* SMILES: N/N=C\N1CC1
* LUMO energy: 1.10 eV

ORCA input file:
```
! wB97M-V def2-TZVPD RIJCOSX def2/J DEFGRID3
* xyz 0 1
N -0.561 0.360 -1.887
N -0.199 -0.950 -1.376
C 0.335 -0.890 -0.245
N 0.456 0.311 0.460
C 0.582 0.157 1.889
C -0.655 0.793 1.163
H -0.551 0.358 -2.864
H 0.324 0.932 -1.696
H 0.928 -1.805 -0.055
H 0.598 -0.918 2.289
H 1.275 0.898 2.365
H -1.562 0.247 1.436
H -0.461 1.883 1.306
*
```

Density functional theory data (ωB97M-V/def2-TZVPD) for an isolated molecule of C6H12.

* relative energy (zero: lowest compared OMol25 entry of this formula, charge and spin): 140.4 kJ/mol
* E: -6415.486 eV
* HOMO level: -9.56 eV
* gap between HOMO and LUMO: 10.8 eV
* SMILES: CC[C@H]1C[C@H]1C
* LUMO energy: 1.23 eV

ORCA input file:
```
! wB97M-V def2-TZVPD RIJCOSX def2/J DEFGRID3
* xyz 0 1
C -0.629 1.011 -1.885
C -1.030 0.525 -0.503
C 0.007 0.757 0.581
C -0.228 -0.040 1.817
C 0.986 -0.328 0.944
C 1.142 -1.546 0.049
H -0.357 2.072 -1.849
H 0.235 0.455 -2.265
H -1.454 0.894 -2.595
H -1.312 -0.535 -0.540
H -1.936 1.050 -0.170
H 0.302 1.803 0.681
H -0.996 -0.801 1.865
H -0.016 0.484 2.749
H 1.753 -0.159 1.687
H 1.821 -2.277 0.494
H 1.536 -1.330 -0.958
H 0.176 -2.036 -0.103
*
```

Density functional theory data (ωB97M-V/def2-TZVPD) for a structure of composition C24H36GdN5O2SSi2.

* relative energy (zero: lowest compared OMol25 entry of this formula, charge and spin): 99.7 kJ/mol
* E: -84441.964 eV
* HOMO level (alpha / beta): -7.34 / -6.80 eV
* gap between HOMO and LUMO (alpha / beta): 7.4 / 6.3 eV
* LUMO energy (alpha / beta): 0.04 / -0.47 eV

ORCA input file:
```
! wB97M-V def2-TZVPD RIJCOSX def2/J DEFGRID3
* xyz 0 8
Gd -0.217 0.137 -0.236
C -3.277 -2.091 -1.301
Si -1.825 -2.157 0.041
C -1.545 -4.085 0.255
C -3.032 -1.610 1.491
C -4.038 -2.520 1.811
C -5.132 -2.179 2.585
C -5.262 -0.878 3.030
C -4.244 0.021 2.777
C -3.103 -0.318 2.054
Si -1.613 0.945 2.020
C -2.129 2.457 3.140
C -0.523 -0.055 3.334
H -4.144 -2.657 -0.967
H -3.012 -2.460 -2.291
H -3.599 -1.056 -1.416
H -2.445 -4.661 0.051
H -1.228 -4.309 1.270
H -0.764 -4.445 -0.414
H -3.968 -3.532 1.433
H -5.888 -2.916 2.819
H -6.137 -0.567 3.584
H -4.341 1.029 3.152
H -2.435 2.147 4.139
H -2.939 3.029 2.696
H -1.285 3.138 3.248
H -1.122 -0.405 4.172
H 0.293 0.542 3.737
H -0.086 -0.938 2.858
O -1.199 0.099 -2.524
S -1.282 -0.775 -3.731
C -0.344 -2.317 -3.345
C 0.329 -2.660 -4.655
C 1.053 -1.385 -5.080
C 0.096 -0.219 -4.838
H -1.031 -3.080 -2.995
H 0.378 -2.064 -2.555
H -0.422 -2.933 -5.399
H 1.019 -3.495 -4.551
H 1.361 -1.427 -6.126
H 1.954 -1.269 -4.474
H -0.361 0.125 -5.763
H 0.569 0.622 -4.332
N -0.534 2.810 -1.208
C 0.844 2.498 -1.198
O 1.169 1.350 -1.602
C 1.711 3.468 -0.679
C 3.069 3.231 -0.470
N 4.191 3.097 -0.247
C 1.256 4.749 -0.351
N 0.876 5.808 -0.100
H -1.028 2.456 -2.024
H -0.742 3.784 -1.014
N 1.911 0.397 1.068
C 2.478 1.179 1.715
N 2.980 2.064 2.502
C 4.406 2.151 2.780
C 4.633 2.517 4.249
C 3.768 3.709 4.700
C 2.973 4.286 3.533
C 2.131 3.199 2.883
H 4.864 2.894 2.114
H 4.863 1.183 2.563
H 5.689 2.760 4.367
H 4.415 1.651 4.878
H 4.398 4.490 5.125
H 3.079 3.391 5.485
H 3.648 4.723 2.799
H 2.307 5.078 3.874
H 1.622 3.595 1.998
H 1.370 2.843 3.585
*
```

Density functional theory data (ωB97M-V/def2-TZVPD) for a cluster of 8 separate species, C14H34BO20 in total.

* E: -56699.803 eV
* HOMO level: -7.09 eV
* gap between HOMO and LUMO: 9.1 eV
* LUMO energy: 2.04 eV

ORCA input file:
```
! wB97M-V def2-TZVPD RIJCOSX def2/J DEFGRID3
* xyz -1 1
O 23.796 18.317 14.547
C 23.685 19.043 15.525
O 22.629 19.587 16.054
B 22.914 20.546 17.126
O 24.357 20.498 17.161
C 24.858 19.640 16.225
O 26.033 19.262 16.103
O 22.529 20.231 18.513
C 21.636 21.212 18.859
O 20.920 21.255 19.861
C 21.529 22.269 17.737
O 22.347 21.826 16.776
O 20.697 23.199 17.668
O 25.078 16.993 12.186
H 25.939 17.137 12.578
H 24.468 17.434 12.778
O 26.363 21.395 13.522
H 27.191 21.206 13.081
H 26.288 20.717 14.194
C 25.291 21.303 20.436
C 24.823 22.729 20.304
O 25.857 23.489 19.702
O 26.268 21.215 21.426
H 25.746 20.922 19.521
H 24.493 20.580 20.602
H 24.524 23.012 21.314
H 23.932 22.802 19.681
H 25.531 24.381 19.839
H 26.707 20.401 21.168
C 17.629 21.672 22.547
C 19.039 21.209 22.975
O 19.342 21.841 24.211
O 17.657 22.765 21.615
H 17.047 22.049 23.388
H 16.928 20.886 22.265
H 19.662 21.363 22.094
H 19.160 20.136 23.122
H 20.286 21.962 24.342
H 18.265 23.408 21.988
C 20.264 25.077 22.043
C 20.915 25.823 20.875
O 20.285 25.425 19.632
O 18.829 25.213 22.032
H 20.705 25.396 22.988
H 20.552 24.027 21.989
H 21.957 25.545 20.718
H 20.903 26.908 20.986
H 20.467 24.487 19.540
H 18.686 25.817 22.765
C 23.050 22.364 12.146
C 21.933 21.420 12.499
O 22.282 20.043 12.150
O 22.565 23.742 12.003
H 23.498 21.943 11.246
H 23.808 22.193 12.911
H 21.132 21.801 11.865
H 21.597 21.463 13.535
H 22.618 19.519 12.880
H 23.267 24.373 11.830
C 17.528 23.437 18.209
C 16.064 23.119 18.204
O 16.002 21.791 17.769
O 18.154 23.133 16.961
H 18.117 22.921 18.968
H 17.813 24.486 18.285
H 15.506 23.775 17.536
H 15.759 23.099 19.250
H 16.451 21.743 16.921
H 19.085 23.355 16.880
*
```